{"formula": "C49H67N9O2P2Ti", "method": "ωB97M-V/def2-TZVPD", "elements": ["Ti", "C", "C", "C", "P", "C", "C", "C", "C", "C", "C", "C", "C", "C", "C", "N", "C", "C", "C", "C", "C", "C", "C", "P", "C", "C", "C", "C", "C", "C", "H", "H", "H", "H", "H", "H", "H", "H", "H", "H", "H", "H", "H", "H", "H", "H", "H", "H", "H", "H", "H", "H", "H", "H", "H", "H", "H", "H", "H", "H", "H", "H", "H", "H", "H", "H", "H", "H", "H", "H", "C", "C", "C", "C", "C", "C", "N", "C", "C", "C", "C", "C", "C", "N", "N", "C", "C", "C", "C", "C", "N", "H", "H", "H", "H", "H", "H", "H", "H", "H", "H", "H", "H", "H", "N", "C", "C", "C", "C", "N", "C", "N", "N", "C", "O", "O", "H", "H", "H", "H", "H", "H", "H", "H", "H", "H", "H", "H", "H", "H"], "positions_angstrom": [[-0.13719, -0.24994, 0.61440], [-3.00176, -1.49822, -3.21026], [-1.58648, -0.95663, -2.98140], [-0.83103, -0.85132, -4.30179], [-1.62580, 0.50002, -1.81973], [-2.97138, 1.65876, -2.40651], [-2.86272, 3.00435, -1.68252], [-3.04040, 1.92335, -3.90917], [-0.16394, 1.58045, -2.06968], [0.40066, 1.96923, -3.28124], [1.49023, 2.83180, -3.35253], [2.05973, 3.25515, -4.67909], [2.03432, 3.28919, -2.15681], [1.49048, 2.91944, -0.93830], [0.36847, 2.09189, -0.87233], [-0.22212, 1.71740, 0.36573], [-0.52156, 2.71450, 1.30049], [-0.44021, 4.08643, 1.03406], [-0.63074, 5.01856, 2.04251], [-0.92690, 4.64426, 3.34879], [-1.09818, 5.65607, 4.44770], [-1.11498, 3.28678, 3.58568], [-0.95381, 2.33594, 2.58785], [-1.44420, 0.60264, 2.72305], [-3.30298, 0.70288, 2.67474], [-3.75067, 1.46838, 1.43802], [-3.95619, 1.29510, 3.92143], [-1.15523, 0.04737, 4.45608], [0.29395, 0.14558, 4.91462], [-1.67275, -1.38330, 4.61127], [-2.93402, -2.49597, -3.64816], [-3.57111, -1.59151, -2.28780], [-3.57379, -0.87958, -3.90061], [-1.05196, -1.69335, -2.37123], [-1.27650, -0.12481, -4.98123], [0.21176, -0.58667, -4.14049], [-0.85037, -1.82318, -4.80130], [-3.90552, 1.17404, -2.09633], [-2.03621, 3.58665, -2.09325], [-3.77943, 3.57580, -1.83641], [-2.69863, 2.90892, -0.61297], [-2.14358, 2.43634, -4.25505], [-3.17526, 1.02357, -4.50242], [-3.88529, 2.58442, -4.11559], [-0.00586, 1.58973, -4.20698], [1.73367, 2.59120, -5.47901], [1.73731, 4.26527, -4.93835], [3.14984, 3.25918, -4.66034], [2.89950, 3.94140, -2.17535], [1.93445, 3.28313, -0.02150], [-0.20320, 4.43334, 0.03913], [-0.53593, 6.07086, 1.80216], [-0.76602, 6.64227, 4.12794], [-2.14366, 5.74001, 4.74936], [-0.52457, 5.37900, 5.33269], [-1.39577, 2.96569, 4.58302], [-3.62938, -0.33680, 2.57591], [-3.60721, 2.54151, 1.58034], [-3.19226, 1.16957, 0.55197], [-4.81131, 1.28850, 1.25294], [-3.56461, 2.28606, 4.15249], [-5.02528, 1.40872, 3.73243], [-3.85031, 0.65956, 4.79869], [-1.75509, 0.71589, 5.07952], [0.90952, -0.59956, 4.41499], [0.71998, 1.13271, 4.73329], [0.34524, -0.05275, 5.98676], [-1.10129, -2.06245, 3.97327], [-1.55176, -1.71188, 5.64472], [-2.72527, -1.48687, 4.34692], [-5.21200, -3.00139, 1.51396], [-4.16216, -3.68902, 2.11129], [-2.84836, -3.34935, 1.83947], [-2.54829, -2.30650, 0.95753], [-3.60530, -1.62207, 0.36846], [-4.92171, -1.96406, 0.64187], [-1.21375, -1.92027, 0.71576], [-0.26105, -2.93495, 0.69778], [-0.47289, -4.21011, 0.15464], [0.50609, -5.17699, 0.23156], [1.74240, -4.89115, 0.82338], [1.99516, -3.62319, 1.30772], [1.00308, -2.64547, 1.22793], [1.19832, -1.30656, 1.67020], [2.24810, -1.19256, 2.40704], [2.60288, 0.09434, 2.76132], [3.73228, 0.22649, 3.57594], [4.10264, 1.48893, 3.98060], [3.33667, 2.57433, 3.56622], [2.23181, 2.33853, 2.76543], [1.86543, 1.12385, 2.35759], [-6.23670, -3.27126, 1.72678], [-4.36680, -4.49640, 2.80225], [-2.04539, -3.88868, 2.32635], [-3.38423, -0.79951, -0.29345], [-5.72330, -1.41173, 0.16750], [-1.43299, -4.43403, -0.29098], [0.30590, -6.16683, -0.15763], [2.49237, -5.66529, 0.92481], [2.94324, -3.36266, 1.75438], [4.27212, -0.66198, 3.86837], [4.96681, 1.63165, 4.61432], [3.58063, 3.58366, 3.86233], [1.60486, 3.16309, 2.45226], [3.29019, 0.00940, -0.42331], [3.13526, -0.86858, -1.56721], [3.44993, -0.15543, -2.90613], [3.36695, -0.92043, -4.23103], [4.23990, -2.16743, -4.32820], [3.57878, -3.24772, -3.59696], [4.15198, -4.34050, -3.15218], [5.39690, -4.67556, -3.52340], [3.47191, -5.13398, -2.31341], [1.74136, -1.46109, -1.58803], [1.53997, -2.51469, -2.20598], [0.82003, -0.80560, -1.01177], [2.72253, 0.85006, -0.53220], [4.25558, 0.30120, -0.32527], [3.80885, -1.71857, -1.42531], [4.45947, 0.25270, -2.79324], [2.77750, 0.70966, -2.97914], [3.66676, -0.23405, -5.02499], [2.33748, -1.21020, -4.45281], [5.23297, -1.97061, -3.90744], [4.36196, -2.45676, -5.37564], [2.63683, -3.01085, -3.19862], [5.84560, -4.18353, -4.27497], [5.80263, -5.54789, -3.23348], [2.61913, -4.79296, -1.88552], [3.89632, -5.95353, -1.91598]], "forces_ev_per_angstrom": [[-0.7105, 0.2118, 0.0267], [0.0142, -0.0169, 0.0009], [0.0889, -0.0265, 0.0104], [-0.0321, -0.0471, 0.0173], [0.0740, 0.1419, -0.2315], [-0.0818, -0.1270, 0.0417], [0.0005, -0.0147, -0.0175], [-0.0282, -0.0054, 0.0109], [-0.0359, 0.0658, 0.0547], [0.0339, 0.0338, -0.0132], [-0.0578, 0.0103, 0.0100], [-0.0181, 0.0097, 0.0121], [-0.0366, -0.0001, 0.0092], [0.0690, 0.0111, -0.0362], [-0.2400, 0.0638, -0.0022], [0.0838, 0.6908, 0.0071], [-0.0538, -0.1040, -0.1505], [0.0302, 0.0300, 0.0386], [-0.0235, -0.0220, -0.0012], [0.0146, -0.0214, -0.0100], [0.0036, 0.0073, 0.0136], [-0.0370, 0.0093, -0.0069], [-0.0821, -0.0583, -0.0273], [-0.0178, 0.2160, 0.0852], [0.0235, -0.1754, 0.0585], [0.0014, 0.0533, -0.0540], [-0.0386, -0.0298, -0.0328], [0.0580, 0.0275, 0.0083], [-0.0258, 0.0280, 0.0635], [0.0015, -0.0060, -0.0116], [0.0012, -0.0040, -0.0134], [-0.0136, -0.0066, 0.0430], [-0.0087, 0.0164, -0.0038], [-0.0366, 0.0360, -0.0200], [-0.0078, 0.0389, -0.0292], [0.0526, 0.0231, 0.0026], [-0.0065, -0.0161, -0.0052], [0.0296, -0.0069, 0.0015], [0.0282, 0.0050, -0.0085], [-0.0126, 0.0181, -0.0005], [0.0182, -0.0248, 0.0891], [0.0680, 0.0186, -0.0134], [0.0070, -0.0330, -0.0219], [-0.0096, 0.0070, -0.0136], [-0.0540, 0.0170, -0.0359], [-0.0070, -0.0153, -0.0169], [0.0005, 0.0074, -0.0045], [0.0332, -0.0023, 0.0029], [0.0277, 0.0167, -0.0040], [0.0038, 0.0213, 0.0646], [0.0061, 0.0130, -0.0145], [0.0030, 0.0269, -0.0052], [0.0055, 0.0219, -0.0025], [-0.0169, 0.0030, 0.0059], [0.0073, 0.0011, 0.0179], [-0.0164, -0.0058, 0.0234], [0.0239, 0.0303, -0.0144], [0.0220, 0.0214, -0.0042], [0.0115, 0.0082, -0.0239], [-0.0196, 0.0102, -0.0066], [0.0207, 0.0373, -0.0026], [-0.0274, -0.0076, 0.0063], [0.0140, -0.0094, 0.0320], [0.0144, -0.0313, -0.0003], [-0.0307, -0.0220, 0.0373], [-0.0126, -0.0148, 0.0240], [-0.0105, -0.0134, 0.0227], [0.0042, -0.0057, -0.0043], [0.0067, -0.0040, 0.0155], [-0.0136, 0.0038, -0.0062], [0.0376, 0.0168, -0.0119], [-0.0158, -0.0061, 0.0162], [-0.0331, -0.0073, 0.0723], [-0.0337, 0.0323, -0.0576], [-0.0532, 0.0017, -0.0417], [0.0080, -0.0136, 0.0134], [0.0654, -0.2633, 0.1219], [-0.1179, 0.0856, 0.0114], [-0.0555, -0.1250, 0.0365], [0.0010, 0.1082, -0.0005], [0.0137, 0.0478, 0.0194], [0.0302, -0.0566, -0.2074], [-0.0465, -0.0736, 0.2480], [0.8897, -0.8545, 0.4828], [-0.2483, -0.0234, -0.3018], [0.0837, 0.2054, 0.0320], [-0.0855, -0.0667, -0.0906], [-0.0094, 0.0794, 0.0048], [0.0248, -0.0684, 0.0046], [0.0342, -0.0128, -0.0553], [-0.0061, -0.0211, -0.0460], [-0.0265, -0.0075, 0.0100], [-0.0120, -0.0125, 0.0125], [-0.0099, 0.0119, -0.0074], [0.0151, 0.0035, -0.0191], [-0.0158, 0.0058, -0.0069], [-0.0031, -0.0074, 0.0008], [0.0007, -0.0304, -0.0153], [0.0182, -0.0116, -0.0125], [0.0053, -0.0205, 0.0016], [0.0175, -0.0205, 0.0162], [0.0270, 0.0114, 0.0198], [0.0113, 0.0368, 0.0160], [-0.0206, 0.0512, -0.0375], [-0.0234, 0.1133, 0.0808], [0.2446, 0.0505, -0.1162], [-0.0949, 0.1093, 0.0191], [0.0654, 0.0281, 0.0584], [-0.0404, -0.1559, -0.0114], [0.2111, -0.0184, -0.1881], [-0.1760, 0.1022, -0.0700], [0.0836, -0.0510, 0.0370], [-0.0315, -0.0387, 0.0673], [-0.0727, 0.0317, -0.0722], [-0.5123, -0.1775, -0.0279], [0.2091, 0.0391, -0.1572], [0.1211, -0.1646, -0.0098], [-0.0179, 0.0172, -0.0123], [0.0818, 0.0339, -0.0399], [0.0211, 0.0003, -0.0509], [0.1237, -0.1537, 0.0742], [0.0015, -0.0076, -0.0037], [-0.0349, 0.0228, -0.0045], [-0.0316, -0.0322, 0.0146], [0.0262, 0.0260, -0.0033], [0.2503, -0.0265, 0.2537], [-0.0075, 0.0013, -0.0099], [-0.0081, 0.0333, -0.0041], [0.0562, 0.0428, -0.0057], [-0.0175, 0.0437, -0.0332]], "mulliken_charge": [-0.802, -1.394, 2.214, -1.272, 1.253, 0.661, -1.432, -1.370, -0.270, -0.217, 0.038, -1.988, -0.979, 0.183, -0.588, 1.625, -0.577, -0.058, -1.256, 0.289, -1.682, 0.057, -1.422, 1.836, 1.513, -1.849, -1.653, 0.525, -1.714, -1.380, 0.510, 0.136, 0.252, -1.060, 0.246, -0.079, 0.495, 0.704, 0.276, 0.575, -0.004, 0.179, 0.253, 0.500, 0.339, 0.386, 0.393, 0.416, 0.419, 0.463, 0.454, 0.360, 0.410, 0.288, 0.371, 0.694, -0.222, 0.306, -0.158, 0.699, 0.298, 0.478, 0.372, 0.801, 0.342, 0.198, 0.535, 0.074, 0.549, 0.316, -0.857, -0.864, -0.276, -0.181, -0.445, -0.512, 2.089, -0.253, -0.412, -0.994, -1.088, -0.271, -0.497, 2.861, -1.762, -0.578, -0.896, -0.825, -1.224, -0.007, 1.064, 0.424, 0.428, 0.544, -0.142, 0.502, 0.661, 0.415, 0.530, 0.559, 0.562, 0.426, 0.551, 0.201, -0.462, -0.077, -0.047, -0.846, -1.334, -0.006, 0.781, -0.382, -0.329, 0.164, -1.373, 1.158, -0.764, 0.403, 0.675, 0.609, -0.644, 0.727, -0.081, 0.531, 0.619, 0.305, 0.215, 0.212, 0.126, 0.234], "energy_ev": -111099.7772, "homo_ha": [-0.327, -0.329], "orbital_gap_ev": [6.21, 5.93], "de_lowest_kcal_mol": 14.27, "fmax_ev_per_a": 1.32, "spin_multiplicity": 2, "charge": 1}